Entry 1:
The following is a quantum chemistry calculation of C25H51Cl38FN2O3S as an isolated structure, from the OMol25 dataset.

Atoms and positions in Å:
C1 -0.7491 0.1144 0.3220
C2 -1.4250 1.0274 -0.6810
O1 -0.8527 1.2509 -1.7261
N1 -2.6627 1.6243 -0.4652
C3 -3.5135 1.0340 0.5789
C4 -4.9109 1.6880 0.6388
C5 -5.5257 1.4734 2.0533
C6 -6.9223 0.8370 2.0519
N2 -6.9336 -0.4951 1.3945
S1 -8.5130 -0.8509 0.9837
O2 -8.7791 -0.4832 -0.3977
O3 -9.4103 -0.2271 1.9354
F1 -8.7019 -2.4191 1.1401
H1 -1.2472 0.0368 1.2888
H2 0.2593 0.4960 0.4859
H3 -0.6527 -0.8856 -0.1051
H4 -3.1530 1.7426 -1.3414
H5 -3.6111 -0.0599 0.5091
H6 -3.0331 1.2337 1.5420
H7 -5.5300 1.2476 -0.1442
H8 -4.7951 2.7465 0.3965
H9 -5.5053 2.4409 2.5526
H10 -4.8747 0.8177 2.6405
H11 -7.6445 1.5512 1.6474
H12 -7.2205 0.6653 3.0882
H13 -6.3181 -0.5787 0.5868
C7 -6.4459 -0.9260 -2.9986
Cl1 -5.2485 -0.8805 -4.2856
Cl2 -5.5856 -1.0961 -1.4572
H14 -7.0025 0.0038 -2.9891
H15 -7.1150 -1.7663 -3.1397
C8 -6.4538 -3.8120 2.8710
Cl3 -6.5301 -2.5491 4.1057
Cl4 -4.8116 -4.0085 2.2443
H16 -6.7753 -4.7486 3.3117
H17 -7.1063 -3.5404 2.0553
C9 -5.6413 -2.5439 7.7955
Cl5 -4.6916 -3.5935 8.8547
Cl6 -5.3381 -0.8344 8.1290
H18 -5.3709 -2.7506 6.7667
H19 -6.6939 -2.7489 7.9530
C10 1.3768 0.5223 -1.7751
Cl7 2.6515 -0.1056 -0.7228
Cl8 1.8833 0.5222 -3.4759
H20 0.4980 -0.1035 -1.6692
H21 1.1430 1.5383 -1.4806
C11 -0.5590 3.3316 -4.4358
Cl9 -1.4720 3.3082 -2.9216
Cl10 -1.2930 4.4454 -5.5957
H22 0.4560 3.6503 -4.2283
H23 -0.5589 2.3332 -4.8589
C12 6.1688 0.4466 0.8323
Cl11 6.5641 -0.7584 2.0662
Cl12 6.6456 2.0714 1.3388
H24 6.6950 0.1938 -0.0816
H25 5.0976 0.4336 0.6646
C13 1.4671 -2.1992 -5.9598
Cl13 1.6503 -1.8888 -7.6920
Cl14 2.1327 -3.7720 -5.5047
H26 1.9920 -1.4283 -5.4084
H27 0.4117 -2.1814 -5.7132
C14 0.7400 -3.8152 -0.7789
Cl15 -0.0939 -3.1810 0.6498
Cl16 1.4598 -2.5129 -1.7369
H28 1.5262 -4.4899 -0.4529
H29 0.0202 -4.3442 -1.3943
C15 3.6897 -1.8745 4.0448
Cl17 2.7560 -1.9089 5.5456
Cl18 2.9991 -0.7495 2.8709
H30 4.7025 -1.5615 4.2700
H31 3.6915 -2.8686 3.6126
C16 -3.0795 1.6488 -7.6968
Cl19 -4.3100 2.3313 -6.6336
Cl20 -2.0543 0.5163 -6.8024
H32 -3.5684 1.1104 -8.5004
H33 -2.4694 2.4506 -8.0969
C17 10.1627 0.9405 2.2304
Cl21 11.4477 0.3290 3.2791
Cl22 10.6418 0.9167 0.5269
H34 9.2846 0.3170 2.3536
H35 9.9378 1.9626 2.5140
C18 5.2945 -1.9556 -8.7432
Cl23 5.5595 -1.5865 -10.4515
Cl24 5.9125 -3.5575 -8.3153
H36 5.8018 -1.2169 -8.1363
H37 4.2334 -1.9237 -8.5341
C19 1.7933 -7.7255 -5.4607
Cl25 3.0538 -8.3311 -6.5407
Cl26 1.9012 -8.4609 -3.8564
H38 1.9052 -6.6522 -5.3605
H39 0.8253 -7.9604 -5.8877
C20 3.3791 -5.5688 2.1431
Cl27 3.6880 -3.8553 2.4403
Cl28 1.7823 -5.8246 1.4236
H40 4.1321 -5.9463 1.4610
H41 3.4251 -6.1028 3.0849
C21 6.9308 -0.2916 -5.4868
Cl29 5.9826 -0.3078 -3.9956
Cl30 6.2496 0.8181 -6.6859
H42 7.9417 0.0235 -5.2565
H43 6.9372 -1.2935 -5.9035
C22 5.3674 5.1910 3.2724
Cl31 6.9982 4.8123 2.7056
Cl32 5.0718 4.5333 4.8847
H44 5.2530 6.2682 3.3076
H45 4.6521 4.7596 2.5808
C23 -3.2050 3.7600 4.9218
Cl33 -3.5379 4.4508 3.3252
Cl34 -3.1688 1.9949 4.8707
H46 -2.2411 4.1216 5.2609
H47 -3.9858 4.0712 5.6056
C24 9.5158 6.0625 5.1302
Cl35 10.6273 4.7879 4.6154
Cl36 9.7244 6.4609 6.8398
H48 9.7088 6.9506 4.5395
H49 8.4997 5.7206 4.9727
C25 -6.6947 5.7291 5.5107
Cl37 -5.8203 5.3750 7.0080
Cl38 -7.3989 4.2696 4.8073
H50 -7.4913 6.4298 5.7317
H51 -6.0026 6.1608 4.7961

Summary:
**LUMO**: 0.0031 Eh
**Highest occupied orbital energy**: -9.22 eV
**Charge**: 0

Entry 2:
The following is a quantum chemistry calculation of C25H51ClN2NbO9S as an isolated structure, from the OMol25 dataset.

Atoms and positions in Å:
C1 -2.1680 3.6323 -0.3180
C2 -1.3495 2.5555 0.5505
C3 -0.7058 1.4708 -0.4049
O1 0.5814 1.0660 0.0290
Nb1 1.0327 -0.9159 -0.2718
C4 2.8458 -0.3613 -1.5985
C5 2.8520 1.1595 -2.0149
C6 3.8254 1.9648 -1.0551
C7 3.1782 3.2410 -0.3790
S1 3.2560 3.2179 1.4539
O2 4.2931 2.3486 1.9521
O3 3.5084 4.5725 1.9477
O4 1.8419 2.7553 2.1258
C8 2.4756 -0.7409 1.5129
O5 2.8890 -2.0124 2.0567
C9 3.9617 -2.5777 1.3480
O6 4.1607 -3.8802 1.9054
C10 3.4217 -4.8576 1.1635
C11 2.8596 -6.0319 2.0602
O7 3.2552 -5.9448 3.4345
C12 -0.1444 -1.0397 -2.2616
O8 0.5522 -1.9821 -3.1241
C13 0.6093 -1.6488 -4.4271
C14 0.8577 -2.8567 -5.4114
O9 0.5480 -0.5416 -4.9235
C15 -0.7432 -1.4956 1.0188
C16 -0.8256 -2.9659 1.5498
C17 0.0264 -3.2150 2.8707
Cl1 -0.5721 -4.2659 0.2894
H1 -1.6543 3.8105 -1.2747
H2 -3.2007 3.2605 -0.4425
H3 -2.1486 4.6032 0.2343
H4 -0.5490 3.1442 1.0697
H5 -2.0129 2.0941 1.3271
H6 -0.5810 1.9489 -1.4208
H7 -1.4692 0.6636 -0.5281
H8 1.5963 -2.6236 -0.4349
H9 3.7602 -0.6686 -1.0208
H10 2.8763 -0.9690 -2.5408
H11 3.3301 1.2065 -3.0338
H12 1.8432 1.6165 -2.1296
H13 4.3173 1.2917 -0.3105
H14 4.6704 2.3569 -1.6828
H15 3.7807 4.1410 -0.6663
H16 2.1493 3.4160 -0.7714
H17 1.3331 3.5757 2.2715
H18 1.9860 -0.0873 2.2792
H19 3.4006 -0.1902 1.1738
H20 4.8958 -1.9986 1.5659
H21 3.7931 -2.6663 0.2461
H22 2.5342 -4.3723 0.6835
H23 4.1256 -5.2749 0.3935
H24 1.7371 -5.9597 2.0377
H25 3.0927 -7.0397 1.6218
H26 2.4756 -6.0191 4.0037
H27 -1.1297 -1.5120 -1.9876
H28 -0.3686 -0.0465 -2.7102
H29 0.2192 -2.7611 -6.3133
H30 0.7557 -3.8218 -4.8700
H31 1.9236 -2.7331 -5.7427
H32 -1.6764 -1.3273 0.4123
H33 -0.8019 -0.8115 1.9024
H34 -1.8879 -3.1128 1.8886
H35 -0.6435 -3.6350 3.6638
H36 0.2912 -2.1869 3.2359
H37 0.9374 -3.8212 2.6898
C18 -3.7004 3.4203 -5.5618
C19 -5.0079 3.4024 -4.7785
C20 -5.1232 4.5543 -3.7761
C21 -4.1134 4.4747 -2.7192
N1 -3.3113 4.4134 -1.8920
H38 -2.8383 3.2953 -4.9038
H39 -3.6838 2.6048 -6.2865
H40 -3.5834 4.3602 -6.1069
H41 -5.1062 2.4443 -4.2621
H42 -5.8403 3.4704 -5.4843
H43 -6.1157 4.5298 -3.3185
H44 -5.0386 5.5117 -4.2960
C22 -4.0007 -0.2232 5.8276
C23 -2.5418 -0.2090 5.3860
C24 -2.3315 0.4669 4.0296
C25 -2.9889 -0.2554 2.9415
N2 -3.5105 -0.8225 2.0873
H45 -4.6212 -0.7986 5.1375
H46 -4.0917 -0.6804 6.8148
H47 -4.4021 0.7915 5.8862
H48 -2.1631 -1.2339 5.3570
H49 -1.9539 0.3261 6.1363
H50 -1.2592 0.5197 3.8199
H51 -2.6974 1.4962 4.0636

Summary:
**LUMO**: 0.0778 Eh
**Highest occupied orbital energy**: -4.40 eV
**Charge**: -1

Entry 3:
The following is a quantum chemistry calculation of a 3-piece molecular cluster, C25H51F5NO15P3S2 overall, from the OMol25 dataset.

Atoms and positions in Å:
C1 1.8102 0.8308 -0.7360
C2 2.6100 -0.2207 -1.5098
O1 3.0268 0.1696 -2.8031
C3 2.0038 0.4881 -3.7131
C4 0.9647 -0.6151 -3.9051
C5 1.5142 -1.8882 -4.5743
O2 2.6310 -2.3227 -4.5118
N1 0.4516 -2.4742 -5.2370
C6 -0.8032 -1.8038 -4.9703
C7 -1.5917 -2.4679 -3.8393
O3 -1.4041 -3.8623 -3.8753
C8 -1.6669 -4.4913 -2.6404
O4 -3.0090 -4.8150 -2.4808
C9 -3.8103 -3.7948 -1.9072
C10 -4.6792 -4.2947 -0.7504
O5 -5.9859 -3.7347 -0.8102
C11 -0.3050 -0.3188 -4.7514
P1 0.1618 0.2242 -6.5205
S1 0.9414 1.9655 -6.7806
S2 -1.4997 0.8525 -4.1252
O6 -0.8859 2.1367 -4.0038
O7 -2.6457 0.7956 -4.9853
C12 -2.0808 0.4438 -2.3932
F1 -3.0982 -0.4231 -2.4837
F2 -1.1116 -0.0737 -1.6359
C13 -2.6545 1.6879 -1.6419
F3 -2.9959 1.2163 -0.4205
F4 -1.7533 2.6429 -1.4670
F5 -3.7564 2.1398 -2.2313
H1 2.4584 1.4524 -0.1219
H2 1.1804 1.4560 -1.3675
H3 1.1436 0.3151 -0.0394
H4 2.0957 -1.1898 -1.5152
H5 3.5355 -0.3983 -0.9626
H6 2.5006 0.6426 -4.6708
H7 1.5336 1.4474 -3.4804
H8 0.5893 -1.0368 -2.9673
H9 0.4535 -3.4756 -5.3608
H10 -1.4271 -1.7987 -5.8681
H11 -1.3494 -2.0402 -2.8631
H12 -2.6515 -2.2451 -4.0006
H13 -1.1085 -5.4241 -2.6503
H14 -1.3027 -3.8618 -1.8186
H15 -4.4906 -3.4175 -2.6808
H16 -3.2009 -2.9582 -1.5524
H17 -4.7695 -5.3781 -0.7397
H18 -4.2187 -3.9798 0.1930
H19 -5.9439 -2.8735 -1.2313
H20 -1.0607 0.0319 -7.1817
H21 1.0095 -0.7957 -6.9529
O8 -3.6587 -0.9888 4.6464
P2 -4.8935 -1.7578 4.4632
O9 -6.1169 -1.1367 5.2787
C14 -6.1529 0.2464 5.6472
C15 -6.9522 1.0727 4.6618
O10 -4.7280 -3.1752 5.1878
C16 -3.4799 -3.5881 5.7467
C17 -3.4395 -3.3171 7.2352
O11 -5.6015 -2.3674 3.1881
C18 -6.2025 -1.5185 2.1940
C19 -5.1928 -0.5934 1.5423
H22 -5.1437 0.6465 5.7531
H23 -6.6222 0.2870 6.6304
H24 -6.4893 1.0583 3.6730
H25 -7.0086 2.1093 4.9949
H26 -7.9664 0.6837 4.5623
H27 -2.6470 -3.1031 5.2384
H28 -3.4009 -4.6598 5.5577
H29 -3.6229 -2.2619 7.4408
H30 -2.4693 -3.5924 7.6507
H31 -4.2132 -3.8915 7.7463
H32 -7.0393 -0.9726 2.6341
H33 -6.6195 -2.1819 1.4376
H34 -4.7229 0.0751 2.2676
H35 -5.6726 0.0183 0.7773
H36 -4.3986 -1.1802 1.0773
O12 5.6872 2.5956 0.9140
P3 7.0686 3.0802 1.0051
O13 7.1542 4.6710 0.8919
C20 6.0468 5.5125 1.2296
C21 6.1498 6.0417 2.6447
O14 7.8610 2.6340 -0.3099
C22 7.2661 1.7621 -1.2747
C23 6.6798 2.5474 -2.4263
O15 8.2679 2.7411 1.9789
C24 8.2342 3.1275 3.3642
C25 7.0743 2.5087 4.1166
H37 5.1019 4.9875 1.0844
H38 6.0683 6.3419 0.5222
H39 6.1138 5.2271 3.3707
H40 5.3237 6.7213 2.8559
H41 7.0879 6.5789 2.7905
H42 6.5106 1.1295 -0.8102
H43 8.0636 1.1093 -1.6322
H44 5.9531 3.2792 -2.0712
H45 6.1849 1.8785 -3.1316
H46 7.4610 3.0964 -2.9543
H47 8.2275 4.2170 3.4385
H48 9.1779 2.7869 3.7865
H49 6.1156 2.8125 3.6894
H50 7.0954 2.8157 5.1624
H51 7.1243 1.4209 4.0691

Summary:
**LUMO**: -0.0045 Eh
**Highest occupied orbital energy**: -9.15 eV
**SMILES string**: CCOC[C@@H]1C(=O)N[C@@H](COCOCCO)[C@@]1([PH2]=S)S(=O)(=O)C(F)(F)C(F)(F)F.CCOP(=O)(OCC)OCC.CCOP(=O)(OCC)OCC
**Charge**: 0

Entry 4:
The following is a quantum chemistry calculation of C25H51N5O2PSSbW as an isolated structure, from the OMol25 dataset.

Atoms and positions in Å:
W1 -1.2808 0.0010 -0.1969
O1 -2.5600 -1.0407 -0.9114
O2 -1.2548 -1.4011 -1.3690
C1 -2.5360 4.1478 -2.9991
C2 -3.6312 3.5060 -2.1737
C3 -4.6525 2.7963 -3.0337
Sb1 -2.7881 2.1445 -0.6055
C4 -1.3318 3.5978 0.2482
C5 -1.1144 3.3288 1.7241
C6 -0.0248 3.4334 -0.5209
C7 -4.5595 1.9526 0.8428
C8 -5.2952 0.6999 0.3770
C9 -5.4581 3.1686 0.9311
H1 -3.0026 4.8021 -3.7330
H2 -1.9523 3.4024 -3.5416
H3 -1.8815 4.7632 -2.3855
H4 -4.1144 4.2453 -1.5365
H5 -4.1865 2.0525 -3.6771
H6 -5.1396 3.5331 -3.6682
H7 -5.4222 2.3156 -2.4328
H8 -1.7469 4.5989 0.1088
H9 -0.6199 2.3583 1.8628
H10 -2.0483 3.3475 2.2851
H11 -0.4712 4.1024 2.1368
H12 0.3484 2.3986 -0.4185
H13 0.7269 4.1075 -0.1110
H14 -0.1376 3.6597 -1.5833
H15 -4.0710 1.7684 1.8096
H16 -5.8339 0.8956 -0.5524
H17 -6.0285 0.3927 1.1230
H18 -4.5982 -0.1385 0.2138
H19 -5.9461 3.3814 -0.0171
H20 -4.9013 4.0470 1.2509
H21 -6.2371 2.9788 1.6704
N1 0.6052 0.2274 -0.1785
P1 1.5084 -1.0427 0.0244
N2 0.9251 -2.4470 0.7720
C10 -0.4379 -2.7662 1.1737
C11 -0.4178 -3.5965 2.4570
C12 0.2299 -4.9648 2.1957
C13 1.2274 -4.8671 1.0397
C14 1.9001 -3.5012 1.0489
N3 2.2416 -1.6460 -1.3750
C15 1.5926 -2.7061 -2.1337
C16 1.2037 -2.2557 -3.5365
C17 2.4441 -1.8655 -4.3433
C18 3.5468 -1.3469 -3.4132
C19 2.9479 -0.6679 -2.1897
N4 2.7690 -0.5377 1.0364
C20 4.0744 -1.1182 1.2248
C21 5.0746 -0.0237 1.6000
C22 4.7321 0.5878 2.9612
C23 3.2187 0.5753 3.1957
C24 2.4666 0.6117 1.8754
H22 -0.9499 -3.3329 0.3747
H23 -1.0029 -1.8155 1.3378
H24 -1.4338 -3.7157 2.8355
H25 0.1576 -3.0548 3.2114
H26 -0.5292 -5.7078 1.9615
H27 0.7401 -5.2966 3.0993
H28 0.7225 -5.0144 0.0832
H29 1.9908 -5.6366 1.1350
H30 2.6891 -3.4553 0.2967
H31 2.3568 -3.3433 2.0341
H32 0.7004 -3.0335 -1.5967
H33 2.2877 -3.5515 -2.2092
H34 0.5087 -1.4135 -3.4451
H35 0.6672 -3.0642 -4.0310
H36 2.1803 -1.1066 -5.0795
H37 2.8175 -2.7291 -4.8913
H38 4.1881 -0.6443 -3.9418
H39 4.1735 -2.1737 -3.0745
H40 2.2584 0.1192 -2.5190
H41 3.7168 -0.1978 -1.5694
H42 4.3702 -1.6348 0.3097
H43 4.0630 -1.8542 2.0400
H44 5.0507 0.7455 0.8252
H45 6.0826 -0.4374 1.6212
H46 5.1038 1.6086 2.9938
H47 5.2239 0.0333 3.7572
H48 2.9208 1.4351 3.7944
H49 2.9288 -0.3191 3.7473
H50 2.7327 1.5285 1.3332
H51 1.3770 0.6329 2.0394
S1 -2.4258 0.0529 4.3888
C25 -2.0240 0.1342 2.8813
N5 -1.7452 0.2489 1.7061

Summary:
**LUMO (alpha / beta)**: -0.3271 / -0.3271 Eh
**Highest occupied orbital energy (alpha / beta)**: -13.56 / -13.56 eV
**Charge**: +2

Entry 5:
The following is a quantum chemistry calculation of a 4-piece molecular cluster, C25H51N7O7 overall, from the OMol25 dataset.

Atoms and positions in Å:
C1 2.9957 1.6133 3.4443
N1 3.3169 0.4029 2.6319
C2 4.1202 0.7081 1.4133
C3 3.2011 0.2757 0.1324
C4 1.6809 0.2638 0.6859
O1 0.9888 1.2592 0.9950
N2 1.3639 -1.1807 0.7667
C5 1.9910 -1.7602 -0.4614
C6 1.8076 -3.3504 -0.4063
C7 0.2540 -3.6373 -0.0042
C8 -0.7924 -2.8840 -0.9608
C9 -1.7504 -1.8320 -0.2277
N3 -2.6544 -1.1494 -1.2307
C10 -1.9066 -0.1651 -2.0671
C11 -3.7904 -0.5481 -0.5236
C12 -4.0579 1.0101 -0.3206
O2 -4.6649 -1.3392 -0.0429
C13 3.4903 -1.1592 -0.5172
N4 4.4040 -2.1230 0.1591
C14 3.8669 -1.2916 -2.0743
C15 3.9825 0.0928 -2.8636
O3 4.5059 -0.0335 -4.2159
C16 4.6749 1.3286 -4.6627
O4 5.7750 1.8092 -4.9912
H1 3.3072 2.6020 2.9698
H2 3.4889 1.4814 4.4679
H3 1.8452 1.6513 3.5342
H4 3.8429 -0.2974 3.1731
H5 5.0900 0.0945 1.3242
H6 4.4184 1.8028 1.2943
H7 3.2146 1.2178 -0.5116
H8 1.6425 -1.5719 1.6778
H9 1.4655 -1.2355 -1.3335
H10 1.9906 -3.7938 -1.4417
H11 2.5017 -3.8716 0.3350
H12 0.0934 -3.4610 1.1128
H13 0.1083 -4.7700 -0.1870
H14 -0.2878 -2.3797 -1.8637
H15 -1.4828 -3.6910 -1.4103
H16 -2.3882 -2.4222 0.5174
H17 -1.1989 -0.9906 0.3232
H18 -1.3341 -0.7107 -2.9063
H19 -1.1736 0.4980 -1.4893
H20 -2.6859 0.4984 -2.6059
H21 -5.1923 1.1789 -0.2304
H22 -3.5770 1.4279 0.6379
H23 -3.7034 1.6667 -1.1855
H24 4.2990 -2.0606 1.1867
H25 5.3690 -1.8786 -0.1071
H26 3.0731 -1.9466 -2.5997
H27 4.8536 -1.8796 -2.1969
H28 4.7143 0.7557 -2.2715
H29 2.9562 0.6054 -2.8070
H30 3.7113 1.9663 -4.6482
C17 0.6744 -1.9278 6.0950
C18 0.8723 -1.0733 4.8710
O5 1.9320 -1.0420 4.2575
N5 -0.1787 -0.3180 4.4504
C19 -1.5002 -0.2187 5.0342
H31 1.5934 -2.4722 6.3106
H32 0.4338 -1.2997 6.9559
H33 -0.1247 -2.6521 5.9213
H34 0.0248 0.2297 3.6232
H35 -2.2321 -0.5202 4.2816
H36 -1.6779 0.8239 5.3083
H37 -1.6105 -0.8465 5.9156
C20 -2.4689 5.2785 2.5146
C21 -2.4102 3.7785 2.4000
O6 -3.2739 3.1341 1.8206
N6 -1.3494 3.1442 2.9686
C22 -0.2396 3.7301 3.6884
H38 -3.3657 5.6460 2.0167
H39 -2.5110 5.5727 3.5658
H40 -1.5968 5.7256 2.0320
H41 -1.3721 2.1400 2.8537
H42 0.6842 3.4618 3.1720
H43 -0.2218 3.3085 4.6965
H44 -0.3151 4.8134 3.7525
C23 -5.0888 -0.8640 -5.0862
C24 -3.9548 0.0711 -5.4121
O7 -3.4038 0.7511 -4.5571
N7 -3.5483 0.1430 -6.7101
C25 -4.0717 -0.5764 -7.8517
H45 -5.3034 -0.8172 -4.0187
H46 -5.9870 -0.5687 -5.6335
H47 -4.8128 -1.8902 -5.3391
H48 -2.7847 0.7887 -6.8576
H49 -3.2604 -1.1604 -8.2919
H50 -4.4264 0.1520 -8.5843
H51 -4.8885 -1.2418 -7.5810

Summary:
**LUMO**: 0.0199 Eh
**Highest occupied orbital energy**: -8.45 eV
**SMILES string**: CNC[C@@H]1C(=O)N[C@H](CCCCN(C)C(C)=O)[C@@]1(N)CCOC=O.CNC(C)=O.CNC(C)=O.CNC(C)=O
**Charge**: 0

| no. | largest force on an atom (Eh/bohr) |
| --- | --- |
| 1 | 0.0979 |
| 2 | 0.1118 |
| 3 | 0.0704 |
| 4 | 0.1333 |
| 5 | 0.0940 |